Below is C42H54AsGeMnN3O4Si3 as an isolated structure, with properties calculated with wB97M-V/def2-TZVPD.

```
109
Properties=species:S:1:pos:R:3
Mn 1.722 -1.021 0.625
O 2.805 -1.381 3.964
C 3.019 -1.405 2.789
N 2.376 -2.231 1.814
C 1.820 -3.455 2.315
O 2.249 -3.963 3.310
C 0.789 -4.139 1.475
C 0.102 -5.215 2.012
C -0.736 -5.942 1.179
C -0.822 -5.573 -0.154
C -0.105 -4.468 -0.584
N 0.673 -3.743 0.211
C 3.872 -0.380 2.112
C 4.780 0.370 2.827
C 5.519 1.310 2.123
C 5.271 1.481 0.765
C 4.285 0.732 0.151
N 3.603 -0.209 0.811
H 0.253 -5.477 3.050
H -1.292 -6.788 1.558
H -1.434 -6.125 -0.854
H -0.162 -4.158 -1.623
H 4.890 0.203 3.890
H 6.266 1.912 2.623
H 5.821 2.210 0.186
H 4.036 0.889 -0.884
C -0.959 -2.229 -3.775
Si -0.847 -1.455 -2.084
C -2.057 -2.153 -0.878
C -1.038 0.384 -2.007
As 1.636 -1.712 -1.680
Si 3.321 -3.438 -2.217
C 3.286 -3.373 -4.073
C 4.890 -2.836 -1.418
C 2.937 -5.142 -1.619
Si 2.439 0.248 -2.970
C 4.236 0.037 -3.422
C 1.463 0.190 -4.554
C 2.119 1.839 -2.041
H -1.765 -1.742 -4.334
H -1.230 -3.283 -3.677
H -0.056 -2.167 -4.377
H -2.939 -1.511 -1.010
H -1.755 -2.049 0.160
H -2.365 -3.179 -1.073
H -2.077 0.579 -2.289
H -0.399 0.990 -2.643
H -0.938 0.728 -0.975
H 3.211 -2.379 -4.512
H 2.470 -3.986 -4.461
H 4.222 -3.814 -4.431
H 5.639 -2.617 -2.181
H 5.271 -3.641 -0.786
H 4.784 -1.958 -0.785
H 2.047 -5.582 -2.064
H 2.884 -5.218 -0.534
H 3.795 -5.745 -1.945
H 4.340 -0.636 -4.276
H 4.904 -0.314 -2.639
H 4.604 1.017 -3.748
H 1.797 -0.599 -5.229
H 1.681 1.142 -5.055
H 0.384 0.136 -4.446
H 1.761 1.736 -1.021
H 1.370 2.411 -2.594
H 3.027 2.448 -2.025
O -0.136 -1.176 1.432
C -0.015 0.040 1.748
O 0.947 0.623 1.046
C -0.627 0.671 2.938
C -0.908 2.167 2.833
Ge -2.560 2.772 1.914
C -3.843 3.418 3.216
C -3.666 3.269 4.589
C -4.639 3.704 5.482
C -5.804 4.289 5.007
C -5.999 4.435 3.639
C -5.028 3.995 2.751
C -3.432 1.322 0.921
C -3.822 1.505 -0.407
C -4.658 0.590 -1.041
C -5.117 -0.526 -0.352
C -4.731 -0.730 0.968
C -3.904 0.192 1.597
C -2.014 4.170 0.670
C -2.492 5.474 0.773
C -2.058 6.463 -0.103
C -1.138 6.161 -1.095
C -0.645 4.866 -1.206
C -1.081 3.882 -0.329
H 0.169 0.506 3.683
H -1.467 0.055 3.252
H -0.066 2.668 2.351
H -0.942 2.574 3.845
H -2.763 2.820 4.988
H -4.485 3.587 6.547
H -6.561 4.629 5.701
H -6.909 4.885 3.265
H -5.203 4.102 1.686
H -3.499 2.391 -0.945
H -4.979 0.767 -2.061
H -5.792 -1.222 -0.834
H -5.102 -1.586 1.516
H -3.678 0.049 2.649
H -3.202 5.733 1.549
H -2.439 7.472 -0.007
H -0.802 6.931 -1.777
H 0.078 4.630 -1.978
H -0.681 2.875 -0.426
```

Output
<S²>: 1.1432
lowest unoccupied orbital energy (alpha / beta): -0.3066 / -0.2545 Eh
charge: +2
multiplicity: 2

Here are the Mulliken charges for atoms 1 to 99, given in e: atom 1 (Mn): 0.81, atom 2 (O): -0.52, atom 3 (C): 0.01, atom 4 (N): 0.39, atom 5 (C): -0.20, atom 6 (O): -0.50, atom 7 (C): 0.31, atom 8 (C): -0.56, atom 9 (C): -0.85, atom 10 (C): -1.08, atom 11 (C): -1.05, atom 12 (N): 0.84, atom 13 (C): 0.53, atom 14 (C): -0.78, atom 15 (C): -0.58, atom 16 (C): -1.30, atom 17 (C): -0.25, atom 18 (N): 0.91, atom 19 (H): 0.61, atom 20 (H): 0.48, atom 21 (H): 0.56, atom 22 (H): 0.85, atom 23 (H): 0.62, atom 24 (H): 0.48, atom 25 (H): 0.54, atom 26 (H): 0.17, atom 27 (C): -1.30, atom 28 (Si): -0.10, atom 29 (C): -0.18, atom 30 (C): 0.05, atom 31 (As): 0.23, atom 32 (Si): 0.64, atom 33 (C): -1.07, atom 34 (C): -0.87, atom 35 (C): -1.07, atom 36 (Si): 0.74, atom 37 (C): -1.24, atom 38 (C): -1.22, atom 39 (C): -1.15, atom 40 (H): 0.44, atom 41 (H): 0.41, atom 42 (H): 0.33, atom 43 (H): -0.28, atom 44 (H): 0.13, atom 45 (H): 0.53, atom 46 (H): 0.53, atom 47 (H): 0.41, atom 48 (H): -0.81, atom 49 (H): 0.14, atom 50 (H): 0.32, atom 51 (H): 0.43, atom 52 (H): 0.45, atom 53 (H): 0.42, atom 54 (H): -0.01, atom 55 (H): 0.33, atom 56 (H): 0.26, atom 57 (H): 0.46, atom 58 (H): 0.40, atom 59 (H): 0.24, atom 60 (H): 0.50, atom 61 (H): 0.36, atom 62 (H): 0.44, atom 63 (H): 0.38, atom 64 (H): 0.20, atom 65 (H): 0.32, atom 66 (H): 0.63, atom 67 (O): -0.89, atom 68 (C): 1.84, atom 69 (O): -0.68, atom 70 (C): -0.76, atom 71 (C): -1.52, atom 72 (Ge): 2.20, atom 73 (C): 0.22, atom 74 (C): -0.45, atom 75 (C): -0.70, atom 76 (C): -0.50, atom 77 (C): -0.78, atom 78 (C): -0.42, atom 79 (C): 0.25, atom 80 (C): -0.62, atom 81 (C): -0.44, atom 82 (C): -0.75, atom 83 (C): -0.58, atom 84 (C): -0.39, atom 85 (C): -0.28, atom 86 (C): -0.65, atom 87 (C): -0.71, atom 88 (C): -0.70, atom 89 (C): -0.66, atom 90 (C): 0.43, atom 91 (H): 0.46, atom 92 (H): 0.14, atom 93 (H): 0.56, atom 94 (H): 0.59, atom 95 (H): 0.19, atom 96 (H): 0.41, atom 97 (H): 0.41, atom 98 (H): 0.41, atom 99 (H): 0.47